# 1
{"formula": "C2H12NO3", "method": "ωB97M-V/def2-TZVPD", "elements": ["C", "C", "N", "H", "H", "H", "H", "H", "H", "H", "H", "O", "H", "H", "O", "H", "H", "O"], "coordinates": [[1.5085, -1.4344, -0.5235], [2.4509, -1.3081, -1.4299], [0.3887, -0.4432, -0.3427], [1.2934, -2.3261, 0.0408], [3.2661, -2.0189, -1.3671], [2.4394, -0.5573, -2.1964], [-0.4430, -0.7357, -0.8481], [0.0757, -0.1667, 0.6169], [0.6682, 0.4316, -0.7864], [0.0736, -0.1191, 3.0684], [-0.2188, 1.3725, 2.5966], [-0.0372, 0.4625, 2.3133], [-1.5905, 4.1058, 2.2062], [-0.1735, 4.1409, 1.8410], [-0.9334, 3.5489, 1.7718], [-3.1853, -1.7304, -2.7972], [-2.4966, -1.7191, -1.4780], [-2.2965, -1.6506, -2.4329]], "atomic_forces_ev_per_a": [[-1.26, 0.00, 0.46], [-0.12, -0.15, 0.54], [0.28, 0.38, -1.03], [0.53, 0.03, 0.49], [-0.18, -0.11, -0.49], [0.33, 0.50, 0.01], [-0.26, -0.26, -0.28], [0.65, -0.36, 0.41], [0.01, 0.14, -0.03], [-0.05, 0.26, 0.29], [-0.08, -0.21, 0.06], [0.02, -0.03, -0.69], [-0.43, -0.32, -0.05], [0.27, -0.24, -0.25], [0.28, 0.38, 0.36], [0.06, 0.05, -0.41], [0.12, -0.10, -0.63], [-0.18, 0.05, 1.22]], "lowdin_charge": [-0.12, 0.08, 0.20, 0.12, 0.09, 0.08, 0.13, 0.11, 0.17, 0.07, 0.05, -0.04, 0.05, 0.05, -0.06, 0.05, 0.04, -0.07], "homo_lumo_gap_ev": 11.96, "total_charge": 1, "largest_force_ev_per_a": 1.3, "total_energy_ha": -363.60657}

---

# 2
{"formula": "C32H16CoF15GeN15PS", "method": "ωB97M-V/def2-TZVPD", "elements": ["Co", "C", "N", "C", "C", "N", "C", "P", "C", "N", "C", "C", "N", "C", "C", "N", "C", "C", "N", "C", "H", "H", "H", "H", "H", "H", "H", "H", "H", "H", "H", "H", "H", "H", "H", "N", "C", "N", "N", "N", "N", "C", "N", "N", "N", "N", "H", "F", "C", "C", "C", "F", "C", "F", "C", "F", "C", "F", "Ge", "S", "C", "C", "F", "C", "F", "C", "F", "C", "F", "C", "F", "C", "C", "F", "C", "F", "C", "F", "C", "F", "C", "F"], "coordinates": [[-0.1692, -0.1064, -0.4761], [1.0775, 3.4441, 3.4189], [0.9933, 2.1817, 2.7178], [1.4039, 0.9600, 3.1810], [1.1374, 0.0628, 2.1920], [0.5760, 0.7156, 1.1347], [0.4899, 1.9882, 1.4733], [-0.0137, 3.3331, 0.3330], [-1.6883, 2.6837, 0.0156], [-1.8980, 1.4632, -0.4346], [-3.1827, 1.4199, -0.8640], [-3.7691, 2.6433, -0.6863], [-2.8109, 3.4498, -0.1400], [-2.9407, 4.8458, 0.2165], [0.8184, 2.6146, -1.1042], [0.7067, 1.3596, -1.5371], [1.3142, 1.3189, -2.7543], [1.7885, 2.5562, -3.0734], [1.4706, 3.3745, -2.0299], [1.7806, 4.7828, -1.9163], [1.4072, 3.2600, 4.4378], [0.1041, 3.9326, 3.4460], [1.7899, 4.1117, 2.9321], [1.8304, 0.8293, 4.1600], [1.3126, -0.9968, 2.1679], [-3.6129, 0.5168, -1.2676], [-4.7669, 2.9900, -0.8954], [-3.9860, 5.0877, 0.3935], [-2.5574, 5.4900, -0.5775], [-2.3762, 5.0487, 1.1239], [1.3442, 0.4104, -3.3285], [2.3287, 2.9083, -3.9357], [2.5665, 5.0327, -2.6246], [2.1289, 5.0109, -0.9111], [0.9046, 5.3987, -2.1285], [-2.7459, -2.1828, -1.0570], [-1.9408, -1.8250, -2.1073], [-2.1100, -2.2457, -3.3513], [-1.1381, -1.6420, -4.0437], [-0.4143, -0.9204, -3.2617], [-0.8959, -0.9951, -2.0088], [-2.4071, -1.8892, 0.2411], [-3.1180, -2.2549, 1.2944], [-2.4769, -1.7120, 2.3406], [-1.4494, -1.0516, 1.9394], [-1.3483, -1.1483, 0.5947], [-3.4311, -2.8998, -1.2140], [1.4447, -4.6621, -2.2747], [1.6642, -4.1727, -3.4999], [2.4038, -3.0116, -3.6343], [2.5191, -2.4888, -4.9072], [3.1334, -1.3052, -5.1067], [2.0035, -3.1339, -6.0145], [2.1601, -2.6216, -7.2434], [1.3219, -4.3250, -5.8500], [0.8382, -4.9659, -6.9157], [1.1279, -4.8402, -4.5827], [0.4354, -5.9703, -4.4249], [3.1745, -2.2040, -1.9852], [1.9189, -1.6556, -0.3453], [4.4067, -3.5750, -1.1479], [4.5452, -4.9184, -1.4519], [3.9903, -5.4256, -2.5592], [5.2827, -5.7883, -0.6671], [5.3876, -7.0839, -0.9890], [5.9331, -5.3146, 0.4561], [6.6296, -6.1479, 1.2312], [5.8707, -3.9665, 0.7619], [6.5410, -3.4960, 1.8209], [5.1241, -3.1301, -0.0435], [5.1258, -1.8238, 0.2586], [4.6140, -0.9648, -2.6294], [4.8015, 0.3490, -2.2410], [3.9690, 0.9165, -1.3657], [5.8492, 1.1168, -2.7167], [5.9892, 2.3964, -2.3443], [6.7673, 0.5613, -3.5886], [7.7842, 1.2911, -4.0439], [6.6279, -0.7593, -3.9791], [7.5198, -1.2991, -4.8154], [5.5631, -1.4907, -3.4967], [5.4417, -2.7598, -3.9073]], "atomic_forces_ev_per_a": [[0.22, 0.53, -0.28], [0.05, 0.09, -0.05], [-0.14, 0.10, -0.08], [0.05, -0.18, -0.01], [0.11, 0.00, 0.10], [0.03, 0.27, 0.45], [0.21, 0.41, -0.13], [-0.01, -0.76, 0.75], [-0.04, 0.10, -0.77], [0.00, 0.27, 0.18], [-0.18, -0.14, 0.01], [-0.07, -0.03, -0.05], [0.21, -0.05, 0.24], [0.03, 0.16, -0.09], [-0.26, -0.06, -0.57], [0.50, 0.47, -0.12], [0.14, -0.13, -0.12], [0.08, 0.01, -0.10], [-0.07, -0.12, 0.32], [-0.06, 0.16, -0.02], [-0.01, -0.03, 0.00], [0.00, -0.02, 0.04], [0.01, -0.01, 0.03], [-0.02, 0.04, 0.00], [-0.04, 0.01, 0.03], [0.01, 0.00, 0.02], [0.02, 0.04, 0.06], [-0.01, -0.06, 0.00], [-0.05, -0.01, 0.00], [-0.03, -0.01, 0.02], [-0.02, -0.02, 0.04], [0.01, 0.01, 0.04], [0.01, -0.04, 0.00], [0.03, -0.01, -0.02], [0.02, -0.02, -0.02], [-0.12, 0.03, 0.00], [0.48, 0.14, -0.26], [-0.40, -0.12, 0.21], [0.30, -0.07, -0.05], [0.17, 0.15, -0.25], [-0.66, -0.44, -0.42], [0.38, 0.24, 0.47], [-0.24, -0.19, -0.28], [0.10, 0.11, -0.09], [0.16, 0.02, 0.22], [-0.85, -0.83, 0.45], [0.02, -0.03, 0.00], [-0.03, -0.15, -0.10], [-0.05, 0.23, 0.11], [-0.03, 0.27, 0.29], [-0.05, -0.01, 0.14], [0.00, -0.12, -0.09], [0.05, 0.07, -0.12], [-0.03, -0.02, 0.05], [-0.01, 0.07, -0.04], [-0.04, 0.01, 0.00], [-0.02, -0.06, 0.05], [-0.01, -0.03, 0.00], [-0.03, -0.20, 0.65], [0.26, -0.15, -0.65], [0.09, 0.02, -0.06], [0.05, 0.34, 0.05], [-0.02, -0.16, -0.06], [0.04, -0.08, 0.03], [-0.02, -0.04, -0.01], [-0.11, 0.11, -0.07], [0.10, -0.06, 0.03], [0.03, -0.08, -0.01], [0.01, 0.02, 0.04], [-0.17, 0.01, -0.25], [0.07, -0.01, 0.15], [0.11, -0.10, -0.20], [-0.19, -0.33, 0.07], [0.02, 0.19, 0.03], [0.09, 0.04, -0.09], [0.01, 0.09, 0.06], [-0.19, -0.12, 0.10], [0.13, 0.10, -0.07], [0.08, 0.06, -0.01], [0.06, -0.03, -0.06], [-0.32, 0.25, 0.24], [0.11, -0.11, -0.11]], "lowdin_spin": [0.93, 0.00, 0.00, 0.00, 0.00, 0.00, 0.00, 0.00, 0.00, 0.04, 0.00, 0.00, 0.00, 0.00, 0.00, 0.00, 0.00, 0.00, 0.00, 0.00, 0.00, 0.00, 0.00, 0.00, 0.00, 0.00, 0.00, 0.00, 0.00, 0.00, 0.00, 0.00, 0.00, 0.00, 0.00, 0.00, 0.00, 0.00, 0.00, 0.00, -0.01, 0.00, 0.00, 0.00, 0.00, -0.01, 0.00, 0.00, 0.00, 0.00, 0.00, 0.00, 0.00, 0.00, 0.00, 0.00, 0.00, 0.00, 0.01, 0.04, 0.01, 0.00, 0.00, 0.00, 0.00, 0.00, 0.00, 0.00, 0.00, 0.00, 0.00, 0.00, 0.00, 0.00, 0.00, 0.00, 0.00, 0.00, 0.00, 0.00, 0.00, 0.00], "spin_multiplicity": 2, "homo_lumo_gap_ev": [6.34, 6.57], "total_charge": -1, "largest_force_ev_per_a": 1.3, "total_energy_ha": -7747.69323}